C37H51B2N15O7Rb as an isolated structure. Source: the OMol25 dataset; level of theory: wB97M-V/def2-TZVPD.

```
113
Properties=species:S:1:pos:R:3:forces:R:3:lowdin_charge:R:1
Rb 1.456 1.101 -1.117 -0.5 -0.6 0.2 0.734
O -1.721 2.616 -1.172 -0.1 -0.3 0.4 -0.135
C -1.402 3.427 -2.267 0.1 0.5 -0.6 -0.264
C -0.852 4.794 -1.861 -0.1 0.6 -0.1 -0.187
N 0.152 4.667 -0.844 1.5 0.7 0.5 -0.150
C -0.287 4.909 0.539 0.8 -1.7 -0.8 -0.091
C 0.202 3.713 1.417 -0.4 1.7 -0.4 -0.681
O 0.933 3.940 2.381 0.8 0.3 1.0 -0.041
O -0.244 2.617 1.054 -0.3 -1.9 -0.5 -0.075
C 1.485 5.264 -1.130 -0.3 0.5 0.2 -0.101
C 2.394 4.499 -2.113 -0.4 -0.3 -0.2 -0.745
O 2.941 5.121 -3.031 0.2 0.8 -0.4 -0.057
O 2.517 3.285 -1.862 0.2 -0.5 0.0 -0.265
H -1.041 2.628 -0.423 -0.3 0.3 -0.4 0.034
H -2.329 3.566 -2.865 0.4 -0.1 0.2 0.118
H -0.650 2.987 -2.936 0.0 -0.3 0.1 0.108
H -1.678 5.435 -1.515 -0.1 0.0 0.1 0.111
H -0.419 5.327 -2.722 -0.1 -0.4 -0.1 0.127
H -1.353 4.826 0.542 -0.8 0.3 0.2 0.106
H 0.060 5.848 0.917 0.2 0.8 0.3 0.100
H 2.085 5.296 -0.212 -0.4 -0.3 0.2 0.120
H 1.448 6.325 -1.451 -0.4 -0.2 -0.1 0.110
C 4.455 -1.124 -2.561 0.6 0.2 -0.3 -0.103
C 4.041 -0.527 -3.769 -0.5 0.0 0.1 -0.164
N 2.771 -0.829 -4.038 0.5 0.1 0.6 0.080
N 2.366 -1.604 -3.000 -0.8 -0.5 -0.3 -0.035
C 3.365 -1.826 -2.117 0.1 0.7 -0.4 -0.115
B 1.034 -2.413 -3.220 0.7 -0.3 0.6 -0.665
N -0.072 -1.557 -3.784 -0.5 0.5 -0.6 -0.003
C -0.579 -1.535 -5.042 -0.1 0.4 -0.1 -0.076
C -1.506 -0.509 -5.094 0.1 -0.2 0.0 -0.075
C -1.514 0.024 -3.800 0.4 -0.1 0.3 -0.166
N -0.640 -0.592 -3.023 0.1 -0.2 0.1 0.080
N 0.557 -3.035 -1.867 0.5 0.2 -0.5 -0.008
C -0.312 -4.056 -1.699 0.0 0.6 0.9 -0.092
C -0.677 -4.075 -0.360 0.8 0.4 -0.3 -0.078
C 0.069 -3.008 0.222 0.1 0.1 -0.6 -0.164
N 0.801 -2.380 -0.709 -0.7 -0.7 0.2 0.062
N 1.393 -3.496 -4.273 1.2 -0.5 -0.9 -0.001
C 2.590 -3.678 -4.953 -0.9 0.2 0.7 -0.062
C 2.404 -4.675 -5.900 0.2 0.7 0.9 -0.091
C 1.059 -5.025 -5.726 -0.5 -0.1 0.2 -0.199
N 0.455 -4.332 -4.758 0.6 -0.3 -0.6 0.048
H 5.420 -1.029 -2.084 -0.1 -0.1 0.0 0.078
H 4.583 0.146 -4.413 0.0 0.0 -0.1 0.097
H 3.252 -2.336 -1.193 -0.4 -0.5 0.2 0.083
H -0.272 -2.222 -5.824 0.0 0.2 0.4 0.109
H -2.082 -0.156 -5.927 -0.1 -0.1 -0.2 0.073
H -2.106 0.814 -3.378 -0.1 0.2 0.0 0.089
H -0.645 -4.651 -2.522 0.0 -0.1 -0.3 0.092
H -1.337 -4.799 0.070 -0.2 0.0 0.4 0.065
H 0.145 -2.617 1.237 -0.2 -0.3 -0.3 0.084
H 3.457 -3.073 -4.701 -0.3 -0.2 -0.1 0.103
H 3.180 -5.097 -6.527 -0.3 0.1 -0.1 0.076
H 0.494 -5.750 -6.282 -0.2 -0.2 -0.1 0.078
C -8.538 -2.072 2.888 -0.9 0.8 0.4 -0.081
C -7.488 -0.944 3.033 -0.8 -1.0 0.9 -0.541
C -6.680 -1.258 4.335 -0.2 0.3 -0.8 -0.042
C -8.207 0.417 3.174 0.0 -0.1 -0.2 -0.050
C -6.559 -0.915 1.846 0.6 0.0 -0.3 -0.202
C -6.678 -1.712 0.718 -1.0 -0.9 -0.8 -0.039
C -5.768 -1.704 -0.359 -0.2 -0.1 0.1 0.015
C -4.741 -0.827 -0.221 1.2 0.8 -1.1 -0.203
O -3.688 -0.623 -1.123 0.0 0.2 1.4 0.137
B -2.816 0.255 -0.426 -0.4 -0.3 -0.7 -0.176
O -3.404 0.722 0.736 -0.4 -0.1 0.5 0.174
C -4.588 0.028 0.875 0.5 -0.8 -0.6 -0.176
C -5.463 -0.046 1.922 0.4 1.0 0.6 0.046
H -9.253 -2.082 3.746 0.6 0.1 -0.5 0.090
H -8.158 -3.064 2.768 0.8 -0.6 0.3 0.069
H -9.126 -1.957 1.987 -0.4 0.4 -0.2 0.066
H -7.306 -1.190 5.231 0.0 0.0 -0.1 0.080
H -5.855 -0.561 4.406 0.1 0.2 0.3 0.063
H -6.240 -2.247 4.252 0.0 -0.2 0.1 0.085
H -8.930 0.422 4.010 0.4 0.0 -0.2 0.080
H -8.757 0.646 2.249 0.1 -0.1 0.2 0.088
H -7.470 1.222 3.305 -0.2 -0.2 0.1 0.080
H -7.544 -2.376 0.572 0.4 0.3 0.4 0.101
H -5.823 -2.345 -1.257 -0.2 0.4 0.7 0.132
H -5.288 0.584 2.803 -0.1 -0.3 -0.4 0.131
N 7.144 0.842 0.161 -0.2 0.0 -0.2 0.103
C 6.041 1.521 0.676 0.4 0.3 0.8 -0.400
C 4.799 1.531 0.025 0.0 -0.1 -0.3 -0.094
N 3.743 2.098 0.583 0.6 0.0 0.4 0.067
C 3.922 2.700 1.782 -0.2 -0.3 -0.9 -0.103
C 5.151 2.701 2.399 0.8 0.2 0.5 -0.135
N 6.231 2.105 1.866 -0.5 -0.1 -0.6 0.097
H 7.070 0.655 -0.827 0.2 0.0 0.0 0.073
H 8.025 1.246 0.446 -0.1 -0.1 -0.1 0.081
H 4.713 1.072 -0.985 -0.2 0.4 0.8 0.107
H 3.057 3.212 2.156 -0.3 0.1 0.4 0.079
H 5.340 3.199 3.372 -0.4 -0.3 -0.7 0.108
C 4.766 -0.902 3.014 1.4 -0.5 0.0 -0.077
N 3.486 -1.459 2.674 0.2 0.2 0.9 -0.187
C 3.538 -2.285 1.507 -0.9 0.1 -0.3 -0.077
C 2.456 -0.531 2.732 -1.6 0.0 0.5 -0.463
N 1.630 -0.376 1.771 0.5 -0.2 -0.5 0.166
N 2.342 0.132 3.958 0.2 0.6 0.2 -0.168
C 2.480 -0.593 5.231 -0.9 -0.6 -1.2 -0.075
C 1.294 1.153 4.006 0.1 0.0 0.3 -0.069
H 5.135 -0.310 2.171 0.2 0.2 0.1 0.065
H 5.522 -1.718 3.164 -0.7 0.5 0.0 0.099
H 4.731 -0.272 3.901 0.0 -0.1 -0.1 0.077
H 4.132 -3.180 1.716 -0.1 0.1 -0.1 0.089
H 3.965 -1.722 0.667 0.0 -0.2 -0.1 0.076
H 2.481 -2.498 1.276 0.7 -0.3 -0.3 0.061
H 0.840 0.229 1.974 0.2 0.1 0.1 0.033
H 3.245 -1.361 5.136 0.1 0.2 0.2 0.067
H 1.534 -1.147 5.490 0.5 0.5 -0.1 0.095
H 2.684 0.135 6.003 0.2 0.0 0.3 0.070
H 0.323 0.654 3.972 -0.4 0.1 0.1 0.091
H 1.307 1.954 3.249 0.3 -0.6 0.0 0.060
H 1.392 1.675 4.956 -0.1 0.0 0.2 0.081
```
Positions in Å, forces in eV/Å.

Computed properties:
- ⟨S²⟩: 0.75
- Spin multiplicity: 2
- Total charge: -2
- LUMO level (spin up / spin down): 0.126 / 0.126 Eh
- Gap between HOMO and LUMO (spin up / spin down): 0.2238 / 0.2239 Eh

C3H11N3O as an isolated structure. Source: the OMol25 dataset; level of theory: wB97M-V/def2-TZVPD.

```
18
Properties=species:S:1:pos:R:3:forces:R:3:lowdin_charge:R:1
N -1.864 0.732 -1.481 -3.2 -4.5 -0.4 -0.024
C -1.645 0.098 -2.650 1.4 0.0 1.0 -0.287
N -0.656 -0.837 -2.750 -0.1 1.1 -1.2 0.112
H -0.625 0.695 -0.960 1.5 -0.6 2.1 0.011
H -2.321 -0.377 -1.026 1.7 4.0 -0.7 0.231
H -2.194 0.331 -3.577 0.4 0.1 0.1 0.122
H -0.099 -0.768 -3.602 -0.6 -0.6 -0.1 0.114
H -0.034 -0.909 -1.948 -0.2 0.2 0.6 0.086
C 0.168 0.487 1.011 0.3 -0.9 0.1 -0.325
O 0.352 0.385 -0.377 -0.6 0.7 -1.0 -0.259
C 1.341 -0.259 1.716 0.2 0.2 -0.4 -0.283
N 1.260 -0.205 3.189 -0.1 0.4 -0.2 -0.029
H 0.128 1.531 1.390 0.0 -0.3 -0.3 0.110
H -0.784 -0.016 1.261 0.2 0.2 0.4 0.104
H 1.338 -1.315 1.401 -0.2 0.3 0.1 0.104
H 2.301 0.149 1.323 -0.6 0.0 0.1 0.107
H 2.146 -0.487 3.587 0.1 -0.3 0.0 0.052
H 1.189 0.765 3.493 -0.2 -0.1 -0.2 0.056
```
Positions in Å, forces in eV/Å.

Computed properties:
- Energy relative to the best compared isomer or geometry (same formula, charge and spin): 407.9 kJ/mol
- LUMO level: -0.005 Eh
- Gap between HOMO and LUMO: 0.3111 Eh

Max |F| readings, ordered: 2.04, 5.56 eV/Å